ORCA calculation (ωB97M-V/def2-TZVPD) on a structure of composition C17H11CdNO5S at a distorted geometry.

Geometry as ORCA input:
```
! wB97M-V def2-TZVPD RIJCOSX def2/J DEFGRID3
* xyz 2 1
O -0.9400 -4.4533 -0.7430
C -0.2208 -3.6864 -1.1806
Cd 1.1130 -1.8981 -1.8715
O 2.4633 -4.2789 -4.2094
C 2.0477 -3.5442 -3.4730
C 2.6276 -0.4409 -2.8011
O 3.3081 0.3920 -3.1808
C 2.8125 -2.7055 -0.4671
O 3.5713 -2.9676 0.3332
C -0.3911 -1.4284 -3.5100
O -1.1944 -1.0956 -4.2618
N 0.4467 -0.6194 -0.3918
S -0.9398 0.2361 -0.4579
C -1.5464 -0.3456 1.0872
C -1.0252 -1.4817 1.7393
C -1.5011 -1.7945 3.0090
C -2.5066 -1.0014 3.5967
C -3.0320 0.1032 2.9190
C -2.5674 0.4385 1.6484
C -0.1684 1.8191 -0.3335
C -0.0813 2.4137 0.9326
C 0.5960 3.6249 1.0487
C 1.2336 4.1916 -0.0687
C 1.2185 3.5416 -1.3093
C 0.5386 2.3318 -1.4557
H 1.0829 -0.3291 0.3351
H -0.2416 -2.0726 1.2624
H -1.1005 -2.6512 3.5251
H -2.8830 -1.2578 4.5905
H -3.8033 0.7177 3.3550
H -2.9339 1.2883 1.0828
H -0.5635 1.9279 1.7742
H 0.6022 4.1145 2.0085
H 1.7494 5.1481 0.0408
H 1.7104 3.9719 -2.1693
H 0.5187 1.7911 -2.4041
*
```

For the energy above the lowest of the compared OMol25 structures with the same formula, charge and spin, the calculation gives 0.507 eV. The HOMO-LUMO gap comes out at 0.284 Eh. The value obtained for the HOMO energy is -0.554 Eh. The value obtained for the LUMO energy is -7.33 eV.

ORCA calculation (ωB97M-V/def2-TZVPD) on the ion C17H11Cl5NO4 with charge -1 at a distorted geometry.

Geometry as ORCA input:
```
! wB97M-V def2-TZVPD RIJCOSX def2/J DEFGRID3
* xyz -1 1
Cl 2.0633 -2.0559 -0.5815
C 0.8747 -1.4837 0.6259
C 1.5513 -0.4647 1.5152
Cl 2.3668 0.8148 0.7923
C 1.3058 -0.4239 2.9100
O 1.2365 0.6126 3.5872
C 1.0427 -1.7928 3.5915
O 1.3490 -1.9767 4.7598
C 0.4045 -2.8212 2.7343
Cl -0.2147 -4.1713 3.5734
C 0.3148 -2.6997 1.3940
Cl -0.4651 -3.8615 0.4316
C -3.0285 -0.3324 3.7980
C -2.0537 0.4631 2.9802
O -1.5300 -0.4634 1.9923
C -0.8388 0.1974 1.0286
C -0.2607 -0.7576 -0.0122
N 0.1848 0.1119 -1.0540
C -0.1707 -0.0343 -2.2743
C 0.3947 0.8696 -3.2690
C 0.0884 0.7904 -4.6407
C 0.6710 1.6794 -5.5395
C 1.5701 2.6531 -5.0635
Cl 2.3002 3.7428 -6.1697
C 1.8784 2.7455 -3.6981
C 1.2860 1.8489 -2.8074
O -0.7299 1.4040 1.0195
H -3.3888 0.3000 4.6142
H -3.8874 -0.6184 3.1776
H -2.5601 -1.2329 4.2149
H -2.5389 1.2998 2.4615
H -1.2093 0.8303 3.5803
H -1.0472 -1.4314 -0.3610
H -0.8621 -0.8083 -2.6527
H -0.6126 0.0245 -4.9761
H 0.4423 1.6341 -6.5994
H 2.5699 3.5039 -3.3396
H 1.5032 1.9039 -1.7434
*
```

Its SMILES is CCOC(=O)[C@@H](/N=C/c1ccc(Cl)cc1)[C@@]1(Cl)C(Cl)=C([O-])C(=O)C(Cl)=C1Cl. For the energy above the lowest of the compared OMol25 structures with the same formula, charge and spin, the calculation gives 0.000 eV. The HOMO-LUMO gap comes out at 0.223 Eh. The value obtained for the HOMO energy is -0.134 Eh. The value obtained for the LUMO energy is 2.41 eV.

ORCA calculation (ωB97M-V/def2-TZVPD) on a structure of composition C17H11ClN4O3S2 at a distorted geometry.

Geometry as ORCA input:
```
! wB97M-V def2-TZVPD RIJCOSX def2/J DEFGRID3
* xyz 0 1
O 2.8526 1.2502 3.0089
O -3.0194 -2.7246 2.7166
O 1.1552 2.1177 4.0316
Cl -4.7778 2.0884 -5.6289
N 0.3494 1.9363 -3.0108
N -1.7001 -0.1953 0.1245
S -3.5007 -1.8631 -0.3168
C -0.6043 1.9858 -3.9245
C -2.4213 -1.0722 0.7638
C -0.0616 1.0901 -2.0171
C -2.9529 -1.0318 -1.6282
C -0.8045 2.7922 -5.1788
C -2.0255 2.9146 -5.7919
C -3.0912 2.1236 -5.1289
C -2.0450 -0.1394 -1.2341
C -2.8421 1.2450 -4.0254
C -1.3134 0.7101 -2.2329
C 1.8163 -1.1779 3.5444
C -0.3169 -0.2148 3.2675
C 1.2161 -2.4637 3.5895
C 1.1145 -0.0328 3.4876
C -0.8404 -1.5400 2.9880
C -0.1109 -2.7036 3.1790
N -1.6011 1.2679 -3.4405
N 1.7098 1.2080 3.4897
S -2.5780 -1.3512 2.5266
C -0.6396 -4.0741 3.2189
H 0.4348 0.7224 -1.1345
H -3.3072 -1.0996 -2.6652
H 0.0947 3.2586 -5.4363
H -2.1295 3.5797 -6.5380
H -3.5929 0.6996 -3.4598
H 2.7991 -1.2040 3.6438
H -0.9089 0.7502 3.0598
H 1.8984 -3.2667 3.9020
H -0.7567 -4.4631 2.2254
H 0.1491 -4.6761 3.7662
H -1.5159 -4.1841 3.7738
*
```

For the energy above the lowest of the compared OMol25 structures with the same formula, charge and spin, the calculation gives 5.388 eV. The HOMO-LUMO gap comes out at 0.282 Eh. The value obtained for the HOMO energy is -0.309 Eh. The value obtained for the LUMO energy is -0.74 eV.